H25O12 | ωB97M-V/def2-TZVPD

- expectation value of S² = 0.751
- total energy (a.u.) = -917.698353
- multiplicity = 2
- frontier orbital gap (alpha / beta) (eV) = 3.32 / 11.06

Geometry as XYZ:
```
37
H25O12 | the Open Molecules 2025 dataset | ωB97M-V/def2-TZVPD
H -0.219 3.777 -1.131
H -4.428 0.465 1.653
O -3.886 -0.113 1.097
O 0.997 -2.475 -1.665
H 0.297 2.534 2.137
H 0.952 -3.392 -1.967
O -1.574 -4.175 -2.091
H -2.489 -3.934 -1.872
H 3.659 -1.242 -0.362
H 1.895 1.497 -0.491
H -0.636 2.945 -2.505
O -0.435 -1.390 -3.415
H 0.601 -0.550 0.418
H 2.136 3.086 1.644
H -0.303 1.962 3.438
H -1.202 -3.326 -1.799
H 3.378 -0.127 0.642
H 0.414 -1.878 -2.267
H -1.653 0.362 0.782
H 1.938 -1.275 0.800
O 2.519 0.904 -0.922
H -1.410 -1.334 -3.370
H -1.535 -0.356 3.934
O -0.732 3.098 -1.566
H -2.129 0.860 3.316
O -0.076 2.785 2.985
H -3.966 0.373 0.260
O 2.237 3.050 0.693
H 2.360 0.505 -1.779
O 3.581 -1.070 0.576
H 0.954 -2.220 -0.407
O -1.227 -0.269 1.389
O -1.615 0.590 4.077
H -2.076 -0.782 1.384
H -0.237 -1.045 -4.305
H 2.894 3.589 0.255
O 1.015 -1.427 0.433
```

Atom charges from the Löwdin analysis, given in e for atoms 1 to 8: atom 1 (H): 0.015, atom 2 (H): 0.058, atom 3 (O): -0.084, atom 4 (O): -0.041, atom 5 (H): -0.008, atom 6 (H): 0.086, atom 7 (O): -0.112, atom 8 (H): 0.027



H26KrO13 | ωB97M-V/def2-TZVPD

- total energy (a.u.) = -3747.332575
- multiplicity = 1
- frontier orbital gap (eV) = 10.07

Geometry as XYZ:
```
40
H26KrO13 | the Open Molecules 2025 dataset | ωB97M-V/def2-TZVPD
H 0.809 -10.406 -12.159
Kr -0.518 -13.189 -9.420
O 0.417 -11.319 -6.983
H -2.477 -11.269 -11.674
H -3.673 -15.518 -9.499
H -3.801 -15.689 -10.998
O 1.525 -16.958 -11.108
H 0.066 -14.676 -5.267
O 3.347 -14.910 -10.039
O 2.830 -12.546 -11.277
H -0.053 -10.100 -8.137
H -2.394 -12.311 -12.769
H 0.823 -16.320 -11.238
O 0.813 -10.483 -11.205
O -2.786 -10.036 -9.977
H -1.883 -15.418 -11.145
H -0.009 -11.114 -6.150
H -2.772 -15.186 -6.477
H 2.813 -14.035 -8.216
O 0.122 -14.031 -5.972
H 1.434 -11.188 -11.024
H -2.974 -9.169 -10.336
H 0.183 -10.048 -9.631
H -1.597 -14.248 -6.298
O 2.527 -13.823 -7.328
H 0.323 -12.268 -7.073
H 2.691 -12.479 -12.221
H 2.955 -15.492 -10.690
O -0.336 -9.650 -8.933
O -1.168 -15.754 -11.685
H 3.066 -14.033 -10.301
O -3.459 -15.094 -10.330
H 1.442 -17.223 -10.192
O -2.554 -14.273 -6.288
O -2.783 -11.462 -12.560
H 2.924 -12.972 -7.144
H -1.890 -9.970 -9.648
H 3.673 -12.118 -11.127
H -0.987 -15.051 -12.309
H 0.814 -14.361 -6.545
```

Atom charges from the Löwdin analysis, given in e for atoms 1 to 8: atom 1 (H): 0.061, atom 2 (Kr): 0.364, atom 3 (O): -0.075, atom 4 (H): -0.021, atom 5 (H): 0.056, atom 6 (H): 0.055, atom 7 (O): -0.048, atom 8 (H): 0.071



H26O13 | ωB97M-V/def2-TZVPD

- total energy (a.u.) = -993.590994
- multiplicity = 1
- frontier orbital gap (eV) = 10.12

Geometry as XYZ:
```
39
H26O13 | the Open Molecules 2025 dataset | ωB97M-V/def2-TZVPD
H 3.906 0.931 2.488
H -3.512 1.342 2.758
H 3.069 -3.760 1.957
H -1.729 2.664 -1.975
H 0.473 0.242 -0.291
H -4.653 -0.201 -1.578
O -3.554 1.618 3.694
H 2.783 -2.268 1.967
H 0.349 -4.150 -1.769
O 0.997 4.528 -0.922
O -3.961 -2.507 0.335
H 0.131 4.063 -1.066
H -1.915 -1.449 2.757
O -4.522 -0.415 -2.508
H 4.662 0.164 0.088
O 4.405 1.120 0.133
O -2.402 -1.144 1.982
O 3.392 1.755 2.338
H -4.607 -3.218 0.447
O 1.201 -3.732 -1.916
O 2.446 -3.078 2.173
H -2.179 -0.267 1.780
H 3.318 -2.140 -2.212
O 4.150 -1.896 -1.703
H 5.141 1.483 0.781
H 4.408 -2.802 -1.511
H -3.204 -2.938 0.818
H 1.003 5.015 -1.747
O 0.715 1.969 -1.532
O -0.453 0.061 -0.118
H 0.059 1.356 -1.484
H -2.611 1.923 3.867
H 1.103 -2.807 -1.610
H -3.056 2.400 -1.284
O -2.436 1.947 -1.848
H -5.457 -0.690 -2.732
H -0.717 -0.380 -0.883
H 2.595 1.385 2.019
H 0.813 2.299 -2.451
```

Atom charges from the Löwdin analysis, given in e for atoms 1 to 8: atom 1 (H): 0.044, atom 2 (H): 0.020, atom 3 (H): 0.034, atom 4 (H): 0.061, atom 5 (H): 0.035, atom 6 (H): 0.016, atom 7 (O): -0.091, atom 8 (H): -0.033



H26O13 | ωB97M-V/def2-TZVPD

- total energy (a.u.) = -993.472015
- multiplicity = 1
- frontier orbital gap (eV) = 7.68

Geometry as XYZ:
```
39
H26O13 | the Open Molecules 2025 dataset | ωB97M-V/def2-TZVPD
H 0.197 -0.017 -0.068
H 0.071 -2.421 2.494
H 1.195 -0.416 -3.009
O 4.609 -1.185 -0.329
H 2.009 3.142 0.829
O 1.320 -1.716 4.440
O -1.671 1.798 0.275
H 1.655 0.684 3.912
H -2.179 -1.553 -1.245
H -1.131 -0.491 0.499
H -3.493 1.492 -0.625
H -3.647 1.988 0.804
O 1.214 -1.249 -2.524
H 0.449 -1.935 4.090
O -1.713 2.776 -1.378
H -0.157 -1.621 1.222
H 5.171 -1.932 -0.096
H 1.489 -0.997 -1.635
H -2.325 3.387 -0.954
H -0.844 3.153 -1.199
O 3.159 -1.707 -2.678
O -3.933 1.287 0.208
O -0.348 -1.617 2.167
H -2.691 -2.640 -2.176
H 3.838 -1.284 0.241
H 3.584 -2.425 -2.194
O -1.747 0.485 -4.280
H -2.125 1.358 -4.128
O 0.881 0.838 4.467
H 1.223 1.905 1.232
O -2.880 -2.208 -1.335
H 3.882 -1.285 -3.154
H -1.072 0.635 -4.952
H 0.272 0.133 4.220
O 1.191 2.868 1.259
H -1.198 2.467 0.783
H 1.359 -2.184 5.282
O -0.647 -0.402 -0.330
H -1.015 1.108 0.128
```

Atom charges from the Löwdin analysis, given in e for atoms 1 to 8: atom 1 (H): 0.057, atom 2 (H): 0.046, atom 3 (H): 0.051, atom 4 (O): -0.055, atom 5 (H): 0.049, atom 6 (O): -0.056, atom 7 (O): -0.155, atom 8 (H): 0.023



H26O13 | ωB97M-V/def2-TZVPD

- total energy (a.u.) = -993.494159
- multiplicity = 1
- frontier orbital gap (eV) = 8.94

Geometry as XYZ:
```
39
H26O13 | the Open Molecules 2025 dataset | ωB97M-V/def2-TZVPD
H 1.734 -2.509 -2.238
O 1.054 -1.835 -2.352
O 3.252 0.309 -2.760
H 0.067 -0.830 1.414
O -3.907 2.302 -1.422
O -5.038 0.391 0.333
O -1.160 -0.036 -1.241
H -1.007 2.038 0.622
O -1.364 -2.934 1.171
H 1.527 -0.262 4.857
H -1.874 0.359 -0.729
H 2.740 -0.914 4.215
H -3.094 1.995 -1.004
O 2.533 0.234 -0.929
H 2.634 -0.229 -3.268
O -0.308 0.201 -3.714
H -0.524 0.740 -4.484
H 1.134 -2.744 5.320
H -1.835 -3.316 1.920
O 1.171 3.583 -1.164
H 1.096 -1.615 -3.289
H -4.115 0.299 0.596
O 2.065 -2.854 5.093
O 0.639 -0.247 0.902
H 2.383 -3.515 5.717
O -1.061 2.110 1.581
H 0.652 2.779 -1.280
H 0.131 -0.059 0.105
H 0.622 0.389 -3.549
O 1.951 -1.118 4.729
H -3.839 3.263 -1.387
H -0.180 1.861 1.884
H -1.386 -0.972 -1.276
H -5.516 0.437 1.169
H 2.658 -0.446 -0.258
H 3.753 0.786 -3.431
H 1.550 3.745 -2.035
H 2.894 1.032 -0.525
H -2.036 -2.419 0.710
```

Atom charges from the Löwdin analysis, given in e for atoms 1 to 8: atom 1 (H): 0.058, atom 2 (O): -0.042, atom 3 (O): -0.085, atom 4 (H): 0.027, atom 5 (O): -0.046, atom 6 (O): -0.056, atom 7 (O): -0.038, atom 8 (H): 0.001



H26O13 | ωB97M-V/def2-TZVPD

- total energy (a.u.) = -993.669041
- multiplicity = 1
- frontier orbital gap (eV) = 10.90

Geometry as XYZ:
```
39
H26O13 | the Open Molecules 2025 dataset | ωB97M-V/def2-TZVPD
O 0.757 -0.528 -0.129
H -3.708 -1.145 0.666
H -0.557 -0.054 -4.183
H 3.064 3.729 0.754
O 3.484 -4.365 0.286
H -1.307 -4.632 -0.143
H -3.995 -2.100 -2.623
O -1.324 3.449 3.404
H 1.963 -0.061 3.601
H 3.443 -0.339 3.756
H 4.650 -1.898 -1.939
H -2.588 -2.645 -2.739
H -0.941 0.719 -5.427
H -1.712 -0.735 4.899
H -0.857 3.505 2.571
O -2.156 1.534 -1.516
O 2.824 0.238 3.309
H 2.734 -3.784 0.412
H 1.173 -0.182 0.661
O -3.087 -1.907 -2.389
H -1.584 0.478 4.002
O -4.529 -0.969 1.126
H -0.230 4.077 -2.506
H -2.841 2.032 -1.069
O 2.672 3.729 1.627
O -0.081 4.972 -2.810
H 5.941 -1.467 -2.602
H -0.716 -3.314 0.310
O -1.107 -0.297 4.300
H -5.196 -0.980 0.439
O 5.221 -1.140 -2.062
H 3.312 -5.108 0.864
O -0.196 0.301 -4.996
O -1.073 -4.138 0.642
H -2.605 0.760 -1.855
H -0.175 4.921 -3.761
H 2.915 2.881 1.998
H 0.134 0.151 -0.389
H -1.723 4.312 3.515
```

Atom charges from the Löwdin analysis, given in e for atoms 1 to 8: atom 1 (O): -0.048, atom 2 (H): 0.018, atom 3 (H): 0.017, atom 4 (H): 0.030, atom 5 (O): -0.053, atom 6 (H): 0.025, atom 7 (H): 0.037, atom 8 (O): -0.050



H26O13 | ωB97M-V/def2-TZVPD

- total energy (a.u.) = -993.611642
- multiplicity = 1
- frontier orbital gap (eV) = 9.69

Geometry as XYZ:
```
39
H26O13 | the Open Molecules 2025 dataset | ωB97M-V/def2-TZVPD
H 0.604 2.540 3.329
H -2.555 -3.286 -2.203
O 3.745 0.308 1.070
H 1.740 -1.541 -3.133
H 0.648 1.171 2.671
H 3.677 -0.195 0.250
O 0.086 2.504 -0.594
O -3.423 -2.246 3.089
O -0.230 3.843 -3.006
H 0.078 1.884 -4.360
H 1.701 -1.132 -4.596
H -1.099 -3.956 2.781
H 0.975 -2.316 0.473
H 1.616 -3.626 0.044
O -0.893 4.792 0.551
H -0.639 4.599 -3.443
H -1.428 4.542 1.312
H -4.321 -1.908 3.002
H -0.473 2.011 -1.205
O -2.045 -2.476 -2.313
O -0.152 -0.387 0.292
H 3.912 1.212 0.777
H -0.615 0.200 -0.317
H -0.141 2.970 -5.401
H -0.011 -1.192 -0.219
H -2.160 -2.251 -3.244
O -0.568 2.536 -4.654
O 1.529 -3.034 0.800
O 1.505 -0.807 -3.711
O 0.593 -1.818 3.389
H 0.467 -1.849 4.344
H 0.981 2.223 -0.815
H -0.149 4.121 -2.086
O 1.015 1.672 3.408
H -2.975 -1.928 2.297
O -0.976 -4.054 3.732
H -0.458 -4.862 3.820
H 0.451 -2.728 3.104
H -0.012 4.464 0.765
```

Atom charges from the Löwdin analysis, given in e for atoms 1 to 8: atom 1 (H): 0.020, atom 2 (H): 0.035, atom 3 (O): -0.053, atom 4 (H): 0.030, atom 5 (H): 0.018, atom 6 (H): 0.024, atom 7 (O): -0.050, atom 8 (O): -0.056



H26O13 | ωB97M-V/def2-TZVPD

- total energy (a.u.) = -993.694817
- multiplicity = 1
- frontier orbital gap (eV) = 9.01

Geometry as XYZ:
```
39
H26O13 | the Open Molecules 2025 dataset | ωB97M-V/def2-TZVPD
H -18.766 12.636 -0.651
O -15.342 9.076 1.599
H -16.697 12.261 2.002
H -19.209 11.344 1.404
H -15.241 8.259 2.047
H -15.324 13.768 0.055
H -16.318 13.685 3.930
H -17.764 13.463 3.854
O -15.009 12.789 4.829
H -14.767 12.320 3.985
H -19.549 12.766 1.877
H -14.367 10.801 -0.304
O -17.010 13.585 3.296
O -19.759 11.831 1.975
H -14.294 12.395 5.333
O -15.503 14.662 0.277
O -18.447 9.543 0.498
H -13.262 13.079 0.097
O -14.125 11.296 2.740
H -14.770 9.209 0.819
O -18.313 13.256 -0.093
H -17.519 12.821 0.270
H -17.067 15.173 2.341
H -13.802 12.139 1.113
H -18.420 8.903 1.195
H -14.556 10.457 2.731
O -16.537 11.753 1.156
H -17.480 9.502 3.327
H -15.960 11.035 1.355
H -15.361 15.060 -0.590
H -17.055 10.634 4.447
H -13.204 11.031 2.664
H -17.646 10.055 0.656
O -13.836 12.292 0.179
H -13.593 9.561 -0.607
O -17.409 15.857 1.800
H -17.196 15.692 0.882
O -14.448 9.939 -0.678
O -16.935 10.270 3.565
```

Atom charges from the Löwdin analysis, given in e for atoms 1 to 8: atom 1 (H): 0.035, atom 2 (O): -0.051, atom 3 (H): 0.054, atom 4 (H): -0.054, atom 5 (H): 0.051, atom 6 (H): -0.018, atom 7 (H): 0.013, atom 8 (H): 0.073